# 1
85
Properties=species:S:1:pos:R:3:forces:R:3 method="wB97M-V/def2-TZVPD" relative_energy_ev=0.000 charge=-1 orbital_gap_ev=6.18 lumo_ev=1.69 multiplicity=1 mol_weight_g_mol=571.530
C -2.309918 -2.388133 3.465104 0.1 -0.4 0.2
C -2.181079 -3.182803 2.159609 -0.4 0.1 0.4
C -2.975237 -2.598000 0.985416 0.5 0.2 -0.3
C -2.760691 -1.083531 0.782188 0.1 -0.6 0.2
C -1.339155 -0.829874 0.233639 -0.4 -0.4 -0.4
C -1.256943 -0.028859 -1.073823 0.8 1.8 1.5
P -2.540560 -0.369198 -2.365651 -0.9 0.1 0.8
O -3.775201 0.383286 -2.157580 -0.1 -0.1 -0.2
O -2.879564 -1.966971 -2.280118 0.7 0.3 -0.6
O -1.924475 -0.145001 -3.855101 0.1 -0.6 0.4
O -1.593568 1.303435 -0.638745 0.3 -0.5 -0.1
P -0.326072 2.460892 -0.870489 1.0 1.8 -0.1
C -1.436705 3.908771 -0.253965 0.3 -0.6 -0.4
F -1.883524 3.526304 1.046481 -0.3 0.1 0.2
C -0.648447 5.194105 -0.118259 -0.3 0.5 0.3
C -1.127007 6.143584 1.015232 0.6 0.1 -0.4
O 0.896625 1.215797 -1.164180 -1.1 -0.8 0.6
C 0.186559 0.128904 -1.658492 -0.3 -0.2 -2.6
C 1.004784 -1.150381 -1.913699 0.3 0.6 0.5
C 2.110261 -1.440250 -0.921632 0.2 -0.4 -0.2
C 3.355381 -1.842369 -1.414195 -0.2 0.0 0.1
C 4.394958 -2.147993 -0.553602 0.5 -0.2 0.1
C 4.237208 -2.055104 0.822467 -0.5 0.1 0.1
C 3.009522 -1.645180 1.338662 0.1 0.0 0.0
C 2.759796 -1.524459 2.824588 -0.3 0.0 -0.6
C 1.974069 -1.353851 0.455214 -0.2 0.2 0.2
H -1.732227 -1.464167 3.446834 -0.2 0.1 -0.1
H -1.921723 -2.988736 4.293856 0.1 0.1 0.0
H -3.352119 -2.168921 3.708085 0.0 0.2 -0.1
H -1.116941 -3.272737 1.925460 0.0 0.0 -0.1
H -2.550247 -4.195084 2.356844 0.1 0.0 -0.1
H -2.608050 -3.074996 0.069187 -0.2 -0.2 0.0
H -4.034684 -2.858806 1.051950 0.0 0.1 0.2
H -3.553365 -0.700718 0.139638 0.2 0.1 -0.1
H -2.858164 -0.558612 1.730953 -0.2 0.0 -0.1
H -0.782627 -1.771225 0.147909 -0.2 -0.1 -0.1
H -0.811285 -0.204929 0.954377 0.2 0.0 -0.1
H -2.080390 -2.496163 -2.414964 0.0 -0.1 0.2
H -2.025761 -0.975205 -4.336415 0.1 0.1 -0.2
H -0.755969 2.515531 -2.263213 0.0 -0.2 -0.1
H 0.700079 3.419052 -1.279775 0.0 0.0 0.5
H 0.127327 2.439871 0.511309 -0.1 -0.1 0.1
H -2.323523 4.026894 -0.881489 -0.2 0.0 0.2
H -0.713846 5.728824 -1.068623 0.0 -0.2 -0.1
H 0.414520 4.990418 0.034899 0.0 -0.2 0.0
H -0.354679 6.196915 1.786212 -0.2 -0.1 0.2
H -1.212282 7.160184 0.623639 -0.2 0.0 0.1
H -2.059114 5.833888 1.479978 -0.1 0.0 -0.1
H -0.045161 0.451425 -2.689138 -0.1 -0.3 0.0
H 1.493044 -1.013171 -2.880005 0.0 -0.1 0.0
H 0.319197 -1.993469 -2.044446 0.1 -0.1 0.2
H 3.499928 -1.935134 -2.485678 0.0 0.1 0.0
H 5.350657 -2.478800 -0.948760 -0.1 0.1 -0.1
H 5.028721 -2.295480 1.524518 0.2 0.0 -0.2
H 1.681790 -1.578169 2.980317 0.1 0.0 0.2
H 3.080132 -0.557117 3.209529 0.1 -0.1 0.1
H 3.208981 -2.350237 3.367286 0.2 0.2 0.2
H 1.039246 -1.032616 0.892789 0.0 0.0 -0.1
O 1.757209 1.473517 3.963019 0.0 0.2 0.1
H 2.218680 1.863211 4.711508 0.0 0.0 0.0
H 1.771854 2.155998 3.282145 -0.1 -0.1 -0.1
O 1.706258 1.480692 -4.910891 0.0 0.0 0.0
H 0.758723 1.300712 -4.914151 0.0 0.0 0.1
H 1.840259 1.987609 -4.100146 0.0 -0.1 0.1
O -3.618087 1.193867 3.240664 -0.1 0.1 0.2
H -3.152977 1.533527 4.013803 0.1 0.1 -0.1
H -3.595296 1.923403 2.610900 0.1 -0.1 -0.1
O -1.241567 3.395121 -6.296185 -0.2 0.3 0.0
H -1.432814 2.527641 -5.928170 0.0 0.0 0.1
H -0.407251 3.263657 -6.751374 0.1 -0.1 0.1
O 0.612251 -3.195726 -4.364849 -0.1 -0.1 -0.1
H 0.333856 -3.217018 -5.285537 0.0 0.0 0.0
H 1.571828 -3.132782 -4.401202 0.0 0.1 0.1
O 2.032484 -4.253167 4.291109 -0.3 -0.2 0.2
H 2.585508 -4.539450 3.559619 0.0 0.0 -0.1
H 2.526766 -4.523315 5.074535 0.1 0.1 -0.2
O 4.560777 -4.811321 5.385666 0.3 -0.1 0.2
H 5.119384 -5.097115 4.655672 0.0 0.0 0.0
H 5.041096 -5.081493 6.174659 0.0 0.0 0.0
O 0.192498 1.108483 -7.179678 0.2 -0.1 -0.4
H -0.053588 1.094736 -8.109969 -0.1 0.0 0.0
H 1.156501 1.162340 -7.172947 0.0 0.0 0.2
O -1.689594 3.683841 4.178867 -0.1 0.0 -0.1
H -1.886878 3.657238 3.232030 0.1 0.0 -0.1
H -0.730359 3.734163 4.208775 0.0 -0.1 0.0

# 2
15
Properties=species:S:1:pos:R:3:forces:R:3 method="wB97M-V/def2-TZVPD" relative_energy_ev=0.294 charge=0 orbital_gap_ev=10.14 lumo_ev=0.28 multiplicity=1 mol_weight_g_mol=178.135
C -1.544888 -0.933150 0.795376 1.0 3.6 1.6
C -3.146027 0.622651 0.195980 0.6 -2.5 -0.9
N 2.398331 2.283383 -0.111205 0.4 0.8 -1.0
N -2.100720 0.206659 1.104278 -0.7 -2.7 -0.8
O 1.221116 0.006039 -0.597527 -1.0 2.3 0.4
O 3.544419 0.229616 0.321921 2.0 -1.9 -0.6
F -2.919682 1.813002 -0.218611 0.5 1.9 -1.0
F -3.269656 -0.234879 -0.962059 0.1 1.4 1.5
F -4.334337 0.616035 0.762101 -0.4 -0.4 0.5
S 2.224364 0.740448 0.458046 -1.4 1.7 1.8
H 1.550274 -0.783548 -0.947142 1.3 -2.0 -1.0
H -0.765682 -1.221265 1.532016 -0.6 -0.3 -0.7
H -1.556592 -1.295608 -0.210233 -0.5 -0.9 -0.3
H 3.313841 2.528286 -0.544634 -1.0 -0.8 0.4
H 2.121540 3.008529 0.532261 -0.4 -0.2 0.1

# 3
77
Properties=species:S:1:pos:R:3:forces:R:3 method="wB97M-V/def2-TZVPD" relative_energy_ev=0.477 charge=0 smiles="O=C1NC(=O)c2c(C(F)(F)c3cccc(C(F)(F)F)c3)ccc(S)c21.CCN(CC)CC.CCN(CC)CC" orbital_gap_ev=7.47 lumo_ev=-0.74 multiplicity=1 mol_weight_g_mol=575.688
O 0.248461 -2.840017 4.659066 -0.8 0.5 -0.5
C -0.703442 -2.105552 4.583903 0.9 -0.4 0.2
N -1.660853 -2.040215 5.657611 -1.1 0.3 -0.9
C -2.572139 -0.946178 5.421897 0.4 -0.1 -0.1
O -3.439320 -0.628124 6.191682 0.5 -0.3 -0.8
C -2.196884 -0.412749 4.046347 0.1 0.4 -0.5
C -2.743304 0.580989 3.265658 -1.1 0.8 1.3
C -3.957101 1.403751 3.709676 0.0 0.3 -1.5
F -3.823958 2.642686 3.097431 0.0 0.0 0.3
F -3.994109 1.651105 5.025580 0.0 -0.1 0.1
C -5.246867 0.802805 3.157755 0.2 0.2 0.5
C -6.248600 1.587007 2.615654 0.2 0.8 0.0
C -7.372049 0.996002 2.097734 -1.1 -0.1 -0.6
C -7.542414 -0.372916 2.101318 -0.2 -0.5 -0.1
C -6.545766 -1.153835 2.641493 0.0 -0.5 0.2
C -6.627997 -2.667863 2.652205 0.9 0.6 -0.5
F -7.195161 -3.112290 1.519983 -0.4 -0.2 0.3
F -5.380719 -3.200564 2.669478 -0.1 -0.1 0.1
F -7.263803 -3.154972 3.718852 -0.3 -0.1 -0.2
C -5.418125 -0.560409 3.162917 0.5 -0.7 0.5
C -2.226013 0.842468 2.016045 0.1 0.4 -0.9
C -1.157351 0.150973 1.504712 0.7 -1.0 0.1
C -0.568540 -0.880310 2.269093 0.9 0.9 -0.7
S 0.786803 -1.935280 1.755059 -0.1 -0.6 -0.3
C -1.108207 -1.106063 3.506874 -0.2 -1.0 2.1
H -2.277410 -2.849275 5.543520 0.5 -0.4 1.0
H -6.169934 2.667100 2.556542 0.2 -0.1 0.1
H -8.164617 1.579480 1.638036 0.2 0.2 0.2
H -8.424254 -0.844196 1.678405 0.1 0.2 0.0
H -4.664831 -1.218300 3.580571 0.0 0.2 0.0
H -2.661565 1.595175 1.367483 -0.1 0.0 0.3
H -0.798280 0.372788 0.505237 0.1 -0.1 0.1
H 1.854047 -1.167680 1.436796 -0.7 0.6 0.1
C 1.310679 3.461517 1.538662 -0.2 0.3 0.0
C 2.389245 2.498590 1.103263 0.2 0.1 0.1
N 2.680259 2.529763 -0.317722 -0.1 -0.2 -0.3
C 3.503863 1.414179 -0.755919 0.0 -0.2 0.0
C 4.932999 1.317772 -0.209937 0.1 -0.1 -0.1
C 3.040377 3.827448 -0.864807 -0.1 0.3 0.0
C 4.255846 4.546790 -0.267062 0.1 0.1 -0.1
H 0.395228 3.282556 0.970723 0.0 0.1 0.0
H 1.088886 3.315994 2.597057 0.0 0.0 0.0
H 1.604236 4.504327 1.408225 0.0 0.0 0.0
H 2.021956 1.505547 1.358867 0.2 -0.3 -0.1
H 3.290987 2.679693 1.707471 0.0 -0.1 0.1
H 3.544418 1.410182 -1.848539 0.0 0.1 0.0
H 2.979101 0.488811 -0.490669 -0.1 0.1 0.1
H 5.598054 2.037721 -0.684599 0.0 0.0 0.1
H 5.339121 0.325406 -0.419945 0.0 0.0 0.0
H 4.975422 1.462017 0.870233 0.0 0.0 0.0
H 2.174554 4.488375 -0.768469 0.0 -0.1 0.1
H 3.182208 3.727542 -1.944164 0.0 -0.2 0.0
H 4.276698 4.497601 0.822456 0.0 0.0 0.0
H 4.226978 5.603404 -0.542487 0.0 0.0 0.0
H 5.193713 4.147577 -0.650032 0.0 0.0 0.1
C 4.313395 -1.183778 -3.411650 0.0 0.1 0.0
C 3.685614 -2.316257 -4.209560 0.1 0.2 0.0
N 2.254992 -2.442729 -3.998040 -0.2 -0.2 0.1
C 1.702210 -3.671901 -4.544400 0.0 -0.2 0.0
C 1.746987 -3.868899 -6.064066 -0.1 -0.1 -0.1
C 1.469802 -1.242967 -4.235239 0.1 0.3 0.1
C 1.538667 -0.602250 -5.627141 -0.2 0.1 0.0
H 4.106573 -1.293292 -2.345453 -0.1 0.0 0.0
H 5.396343 -1.192664 -3.546976 0.0 0.0 0.0
H 3.955003 -0.205805 -3.737111 0.0 0.0 0.0
H 4.163684 -3.246997 -3.893112 -0.2 -0.1 -0.1
H 3.936664 -2.178586 -5.272323 0.1 0.0 0.0
H 0.667446 -3.775388 -4.205871 0.0 0.1 0.0
H 2.235014 -4.508253 -4.080193 0.1 0.1 0.0
H 0.996013 -3.266843 -6.573849 0.1 0.1 0.0
H 1.532855 -4.912702 -6.304426 0.0 0.0 0.0
H 2.725913 -3.635262 -6.484077 0.0 0.0 0.0
H 1.770069 -0.489870 -3.500694 0.1 -0.1 0.0
H 0.424769 -1.452357 -3.991992 0.0 -0.2 0.0
H 2.556804 -0.556466 -6.016221 0.0 0.0 0.0
H 1.165369 0.423294 -5.576385 0.0 0.0 0.0
H 0.915307 -1.128416 -6.348458 0.1 0.0 -0.1

# 4
2
Properties=species:S:1:pos:R:3:forces:R:3 method="wB97M-V/def2-TZVPD" relative_energy_ev=0.893 charge=+3 orbital_gap_ev=8.16 lumo_ev=-21.66 multiplicity=1 mol_weight_g_mol=213.943
Hf 0.524896 -0.751567 0.780296 -2.3 3.3 -3.4
Cl -0.524896 0.751567 -0.780296 2.3 -3.3 3.4

# 5
21
Properties=species:S:1:pos:R:3:forces:R:3 method="wB97M-V/def2-TZVPD" relative_energy_ev=1.425 charge=0 smiles=O.O.O.O.O.O.S orbital_gap_ev=9.63 lumo_ev=-0.03 multiplicity=1 mol_weight_g_mol=142.173
O 0.027784 -3.091015 -0.407718 0.2 0.1 -0.9
H -0.053184 -3.717003 0.303310 -0.1 -0.1 0.5
H -0.352488 -2.259380 -0.125617 -0.1 0.1 0.3
O -1.917111 2.668759 -0.733601 0.0 -0.2 0.1
H -2.060152 2.277161 0.135505 -0.1 0.1 0.0
H -1.253744 2.084445 -1.115303 0.1 0.1 0.0
O -0.050719 0.182447 -2.558265 0.9 0.7 1.3
H -0.985958 0.365554 -2.604496 -0.2 -0.6 -0.9
H 0.354007 -0.359301 -3.234263 -0.8 -0.1 -0.4
O -4.849662 -1.486684 -2.166405 0.0 0.0 0.0
H -3.961592 -1.429164 -1.802159 0.0 0.0 0.0
H -5.409387 -1.687671 -1.410333 0.0 0.0 0.0
O 0.572910 -0.529560 2.373533 -0.1 0.2 -0.3
H 0.923937 -0.344319 1.492962 0.1 -0.1 0.0
H 0.355525 0.354875 2.688100 0.0 -0.1 0.2
O 1.175285 1.846047 -0.503433 0.0 -0.1 0.2
H 0.991939 1.568766 -1.412281 -0.1 0.0 0.1
H 0.798314 2.721745 -0.378181 0.0 0.0 -0.2
S 4.699822 0.553592 3.711137 -0.2 0.0 -0.1
H 5.871284 0.991798 4.180319 0.1 -0.1 0.0
H 5.123200 -0.711088 3.567198 0.1 0.1 0.0

# 6
83
Properties=species:S:1:pos:R:3:forces:R:3 method="wB97M-V/def2-TZVPD" charge=+1 s2=0.856 orbital_gap_ev="8.44 / 8.42" lumo_ev="-1.99 / -1.99" multiplicity=2 mol_weight_g_mol=572.728
Mn -0.167887 0.351031 -0.031070 -0.3 -0.6 1.3
N -0.490908 -0.543575 2.081971 0.3 0.2 -0.9
C -1.160470 0.053180 3.243650 0.0 0.2 0.0
C -0.619785 1.449631 3.511902 -0.1 0.0 -0.2
C -1.082143 2.488481 2.498668 0.0 -0.1 0.2
N -0.411373 2.336161 1.196694 0.0 -0.5 -0.7
H -0.809546 -1.491035 1.910260 0.0 -0.1 0.0
H 0.506653 -0.595761 2.270903 0.0 -0.2 0.0
H -1.020886 -0.564735 4.135474 0.0 0.0 -0.1
H -2.234077 0.104762 3.047766 0.0 0.0 0.0
H 0.474536 1.411008 3.517690 0.0 0.1 0.1
H -0.943961 1.770786 4.502260 0.0 0.0 0.0
H -0.896076 3.483127 2.914018 0.0 0.0 -0.1
H -2.159085 2.392644 2.345385 0.0 0.0 0.0
H 0.584433 2.490456 1.323651 0.0 0.0 0.0
H -0.750771 3.046282 0.556951 0.0 0.0 -0.1
C 5.368142 0.310577 0.641857 0.2 0.0 0.0
O 4.102931 0.413257 1.299951 0.0 -0.1 0.1
C 2.994169 0.627908 0.614895 -0.1 0.1 -0.2
O 1.923367 0.697767 1.194211 -0.3 0.0 0.1
N 3.096209 0.825769 -0.726994 0.0 -0.1 -0.1
N 1.892215 0.888663 -1.432646 -0.2 0.1 -0.1
H 6.089817 0.125054 1.430098 0.0 0.0 0.0
H 5.626408 1.241390 0.134935 0.0 0.0 0.0
H 5.385320 -0.530122 -0.054075 0.0 0.0 0.0
H 3.925163 0.548251 -1.225751 0.0 0.0 0.0
H 1.760116 0.045316 -1.983524 0.0 -0.1 0.0
H 1.872797 1.712262 -2.018435 0.0 0.1 0.0
C -3.580809 0.588823 0.176942 0.1 -0.2 -0.1
C -3.479184 -0.901394 -0.158794 -0.4 0.2 0.1
C -3.821039 -1.724194 1.086229 0.3 0.0 -0.2
C -4.436364 -1.280263 -1.291635 0.1 0.0 0.1
O -2.102297 -1.110408 -0.583549 -0.2 0.6 0.1
Si -1.315892 -2.471927 -1.157620 1.0 0.3 0.1
S 0.655458 -1.967069 -0.654561 -0.4 0.4 -0.1
O -2.011214 -3.688561 -0.360463 -0.2 -0.1 0.1
C -2.001153 -5.123834 -0.382992 0.0 -0.3 0.0
C -2.585615 -5.569203 0.953236 0.0 0.1 -0.1
C -0.572366 -5.639198 -0.526297 -0.1 0.2 0.0
C -2.866674 -5.594282 -1.548198 0.1 0.1 0.1
O -1.597191 -2.561977 -2.775633 -0.1 0.0 0.0
C -0.806539 -2.789516 -3.967114 0.0 0.0 -0.2
C -1.813491 -3.069847 -5.075755 0.0 0.0 0.1
C 0.011336 -1.537948 -4.303832 -0.1 -0.1 0.2
C 0.118598 -3.995654 -3.814995 -0.2 0.1 0.2
H -4.464539 0.793328 0.780540 0.0 0.0 0.0
H -3.631277 1.195620 -0.728172 0.1 0.0 0.0
H -2.692046 0.877748 0.742016 -0.1 0.1 0.0
H -4.765813 -1.375324 1.503420 0.0 0.0 0.0
H -3.046533 -1.625568 1.847472 0.0 0.0 0.0
H -3.915875 -2.773994 0.830875 0.0 -0.1 0.1
H -5.450314 -1.370715 -0.901060 0.0 0.0 0.0
H -4.145881 -2.239941 -1.722692 -0.1 0.0 0.0
H -4.439400 -0.522305 -2.074461 0.0 -0.1 0.0
H -1.990753 -5.152921 1.767523 0.0 0.0 0.0
H -2.577597 -6.656096 1.032462 0.0 0.0 0.0
H -3.613363 -5.220275 1.059127 0.0 0.0 0.0
H 0.083587 -5.119622 0.174016 0.0 -0.1 0.0
H -0.204773 -5.461486 -1.535836 0.1 0.0 0.0
H -0.535420 -6.708827 -0.322948 0.0 0.0 0.0
H -3.909458 -5.312258 -1.393549 0.0 0.0 0.0
H -2.804386 -6.678213 -1.648857 0.0 0.0 0.0
H -2.518000 -5.129693 -2.472117 0.0 -0.1 0.0
H -2.488225 -2.222247 -5.205244 0.0 0.0 0.0
H -2.406131 -3.951647 -4.830828 0.0 0.0 0.0
H -1.291731 -3.249908 -6.016428 0.0 0.0 0.0
H -0.619804 -0.756877 -4.727624 0.0 0.0 0.0
H 0.787623 -1.783494 -5.028551 0.0 0.0 0.0
H 0.481479 -1.160973 -3.395438 0.1 0.0 0.0
H -0.465660 -4.912197 -3.723924 0.0 0.0 0.0
H 0.750760 -3.882420 -2.936843 0.1 0.0 0.0
H 0.754338 -4.089746 -4.695105 0.0 0.0 0.0
C -3.260726 0.488979 -4.229890 0.0 0.2 0.0
N -2.365470 0.540708 -3.092368 0.0 0.1 -0.1
C -1.732251 1.637361 -2.656166 -0.1 -0.3 -0.1
N -1.957444 2.796852 -3.321219 0.0 0.0 0.0
O -0.955663 1.617249 -1.680812 0.5 0.0 0.4
H -3.629054 -0.527763 -4.331142 0.0 0.0 0.0
H -2.751876 0.769288 -5.155961 0.0 -0.1 0.0
H -4.123195 1.146600 -4.089527 0.0 0.0 0.0
H -2.174991 -0.313070 -2.586727 0.1 0.0 0.0
H -2.633296 2.875859 -4.057851 0.0 0.0 0.0
H -1.541409 3.635007 -2.959574 0.0 0.0 0.0